# 1
Below is a structure of composition C21H30Cl2N7O3S2Tl, with properties calculated with wB97M-V/def2-TZVPD.

Geometry (Å):
Tl 0.38 -0.22 -1.17
N 0.77 -2.16 -2.55
C 2.00 -2.07 -3.35
C 3.11 -1.44 -2.50
N 2.70 -0.17 -1.89
C 2.98 1.05 -2.66
C 1.85 1.40 -3.62
N 0.58 1.44 -2.89
H -0.04 -2.40 -3.12
H 0.85 -2.88 -1.83
H 2.34 -3.04 -3.70
H 1.79 -1.46 -4.23
H 3.35 -2.13 -1.69
H 4.00 -1.32 -3.11
H 3.13 -0.08 -0.97
H 3.11 1.86 -1.95
H 3.92 0.96 -3.22
H 2.07 2.35 -4.10
H 1.77 0.66 -4.41
H 0.51 2.26 -2.29
H -0.21 1.50 -3.53
C -5.43 -0.10 -2.71
C -4.63 -0.79 -1.68
N -5.08 -1.47 -0.68
N -3.97 -1.88 -0.01
C -2.83 -1.49 -0.57
S -1.27 -1.84 0.01
N -3.24 -0.79 -1.66
N -2.38 -0.10 -2.50
H -6.48 -0.22 -2.46
H -5.26 -0.52 -3.70
H -5.19 0.97 -2.74
H -4.07 -2.43 0.83
H -2.32 0.86 -2.14
H -2.77 -0.12 -3.43
Cl -1.93 3.65 4.76
C -1.64 3.00 3.19
C -2.72 2.68 2.35
C -2.50 2.15 1.11
Cl -3.86 1.80 0.09
C -1.20 1.89 0.61
O -1.04 1.44 -0.61
C -0.13 2.21 1.48
C 1.24 1.96 1.14
O 1.66 1.33 0.17
C -0.36 2.78 2.75
H -3.73 2.87 2.69
H 1.98 2.37 1.84
H 0.48 3.03 3.38
C 2.64 -3.24 2.23
S 2.60 -1.58 1.56
O 1.59 -1.68 0.41
C 1.81 -0.75 2.92
C 0.47 -0.95 3.21
C -0.08 -0.30 4.30
C 0.72 0.51 5.11
C 2.06 0.70 4.81
C 2.61 0.07 3.70
H 1.62 -3.55 2.44
H 3.24 -3.22 3.13
H 3.10 -3.88 1.48
H -0.14 -1.58 2.58
H -1.12 -0.44 4.55
H 0.28 1.00 5.97
H 2.67 1.33 5.44
H 3.66 0.21 3.45

Results
relative energy (zero: lowest compared OMol25 entry of this formula, charge and spin)	0.0	kJ/mol
net charge	+2
HOMO	-13.2	eV
LUMO energy	-5.98	eV
E_tot	-90232.6194	eV

Atomic partial charges in e from the Löwdin method, atoms 1 to 6: Tl 0.8702; N -0.0201; C -0.1939; C -0.1640; N -0.1147; C -0.1641

# 2
Below is a structure of composition C29H36InN7O3 at a distorted geometry, with properties calculated with wB97M-V/def2-TZVPD.

Geometry (Å):
In -1.17 -0.78 -3.75
O -0.13 0.53 0.92
C 0.37 0.20 -0.34
O -0.44 -0.40 -1.13
O 1.56 0.56 -0.57
H -1.08 0.23 0.91
N 1.64 2.76 1.49
C 1.98 4.01 1.13
C 3.36 4.24 1.43
C 3.83 3.09 1.98
C 2.71 2.16 2.01
H 0.71 2.35 1.39
H 1.21 4.65 0.73
H 3.89 5.17 1.36
H 4.82 2.95 2.38
H 2.67 1.16 2.41
N 0.38 -4.50 -1.95
C 0.87 -5.22 -3.03
C 1.92 -4.49 -3.60
C 2.05 -3.28 -2.83
C 1.07 -3.31 -1.83
H -0.40 -4.76 -1.35
H 0.49 -6.18 -3.32
H 2.54 -4.72 -4.45
H 2.80 -2.52 -2.92
H 0.81 -2.65 -1.02
N 6.73 0.41 -0.47
C 6.03 0.49 0.67
C 4.79 -0.17 0.48
C 4.72 -0.57 -0.85
C 5.92 -0.19 -1.45
H 7.68 0.68 -0.63
H 6.49 0.95 1.53
H 4.03 -0.29 1.22
H 3.84 -0.96 -1.31
H 6.33 -0.30 -2.44
N -0.19 -4.21 1.54
C -1.16 -3.58 0.82
C -2.10 -4.53 0.44
C -1.56 -5.81 0.82
C -0.41 -5.57 1.53
H 0.57 -3.74 1.96
H -1.21 -2.50 0.75
H -3.09 -4.37 0.04
H -2.07 -6.76 0.71
H 0.24 -6.27 2.01
N -1.78 3.50 0.86
C -1.52 3.70 -0.47
C -1.26 5.05 -0.66
C -1.38 5.68 0.59
C -1.66 4.70 1.52
H -2.03 2.62 1.29
H -1.36 2.89 -1.16
H -1.09 5.57 -1.59
H -1.32 6.73 0.82
H -1.89 4.80 2.56
N -3.52 1.72 -2.44
C -3.31 0.76 -1.49
C -3.96 -0.35 -1.91
C -4.62 -0.03 -3.14
C -4.30 1.26 -3.44
H -3.26 2.69 -2.36
H -2.83 0.99 -0.56
H -4.10 -1.26 -1.35
H -5.29 -0.73 -3.61
H -4.62 1.89 -4.25
N -3.86 0.70 2.20
C -3.29 -0.52 2.08
C -2.20 -0.55 2.93
C -2.03 0.76 3.50
C -3.08 1.51 3.05
H -4.60 1.09 1.63
H -3.69 -1.30 1.46
H -1.53 -1.38 3.10
H -1.26 0.99 4.22
H -3.36 2.54 3.19

Results
relative energy (zero: lowest compared OMol25 entry of this formula, charge and spin)	0.0	kJ/mol
net charge	+2
HOMO	-12.3	eV
LUMO energy	-10.42	eV
E_tot	-52384.7164	eV

Atomic partial charges in e from the Löwdin method, atoms 1 to 6: In 0.9868; O -0.0038; C -0.7371; O -0.2404; O -0.0143; H 0.0797